Below is a structure of composition C42H33N12O4SeTi, with properties calculated with the ωB97M-V functional and the def2-TZVPD basis.

The multiplicity is 3. The HOMO energy (spin up / spin down) is -3.04 / -4.41 eV. As for the expectation value of S²: 2.043. As for the gap between HOMO and LUMO (spin up / spin down): 3.96 / 5.34 eV. As for the net charge: -1. The LUMO energy (spin up / spin down) comes out at 0.03382 / 0.03415 Ha.

Geometry as XYZ:
```
93
Properties=species:S:1:pos:R:3:forces:R:3
Ti 0.89075 0.22358 0.32413 0.69 1.07 0.30
C 0.93951 -0.01075 -4.26924 0.04 -0.03 0.00
C -0.47522 0.43569 -3.86797 0.01 0.02 0.00
C -1.43509 -0.56864 -4.44780 0.00 0.06 0.00
C -2.72350 -0.75769 -4.08073 -0.03 -0.12 -0.07
C -3.51980 -0.06839 -3.12428 0.02 0.05 0.03
C -3.16455 0.91173 -2.19544 -0.10 0.05 0.02
C -4.27857 1.62258 -1.46874 0.00 0.01 0.02
C -1.85949 1.24210 -1.81905 -0.08 0.07 -0.17
N -1.54422 2.05269 -0.81485 -0.03 -0.22 0.28
C -1.86567 3.21912 -0.32010 0.28 0.37 0.05
O -2.54636 4.15849 -0.75697 -0.16 -0.07 -0.12
C -1.09359 3.45844 0.98030 -0.05 -0.08 0.01
C -1.06818 4.72700 1.54896 -0.05 -0.08 -0.02
C -0.35883 4.91873 2.72126 0.05 -0.02 0.05
C 0.26586 3.83464 3.32227 -0.07 -0.03 -0.08
C 0.18207 2.60037 2.69205 -0.01 0.11 0.08
N -0.44982 2.42725 1.53515 0.13 -0.07 -0.02
C 0.77892 1.37960 3.35654 0.00 0.06 0.11
O 1.09169 1.47049 4.55183 0.02 0.02 -0.02
N 0.87074 0.29424 2.58456 -0.02 -0.18 -0.05
C 1.35489 -0.87035 3.25853 -0.03 -0.02 -0.09
C 2.72024 -1.01515 3.55477 0.00 -0.05 0.01
C 3.67134 0.12794 3.38520 0.02 0.19 -0.08
C 3.18673 -2.22104 4.05407 0.01 -0.02 0.00
C 2.32526 -3.27996 4.30572 0.04 0.01 -0.02
C 0.97155 -3.09813 4.11023 -0.01 0.04 0.00
C 0.47094 -1.89523 3.61242 0.02 0.01 0.04
C -1.02081 -1.70235 3.58460 -0.02 0.04 0.04
H 1.03423 0.01953 -5.35728 -0.02 -0.01 -0.01
H 1.71773 0.61166 -3.83721 0.00 0.02 -0.01
H 1.09660 -1.04407 -3.95303 0.02 -0.01 0.05
H -1.04167 -1.20219 -5.23505 0.03 -0.02 -0.05
H -3.25733 -1.52812 -4.63275 0.00 0.00 0.00
H -4.57838 -0.29935 -3.16966 -0.04 -0.02 -0.01
H -5.25258 1.28525 -1.82532 -0.01 0.00 0.00
H -4.22574 1.44401 -0.38989 0.02 -0.01 0.03
H -4.20166 2.70374 -1.58827 0.01 0.03 -0.04
H -1.61092 5.51499 1.04724 0.00 0.01 -0.01
H -0.30772 5.90133 3.17564 0.00 0.00 0.01
H 0.79095 3.90148 4.26365 0.01 0.00 0.01
H 3.50525 0.62053 2.42787 0.02 -0.07 0.23
H 3.50771 0.86210 4.17588 0.01 0.01 0.05
H 4.70490 -0.21856 3.42135 0.02 0.01 0.03
H 4.24762 -2.32754 4.25113 0.01 -0.01 0.01
H 2.70724 -4.22121 4.67992 0.01 -0.02 0.02
H 0.27276 -3.88551 4.36954 -0.02 -0.03 0.01
H -1.45123 -2.09670 4.50681 -0.01 0.00 0.01
H -1.27379 -0.64643 3.51890 0.00 -0.02 0.00
H -1.50271 -2.22623 2.75811 0.01 -0.03 -0.04
N 3.61915 3.55684 -0.04343 -0.07 -0.09 0.03
C 3.07310 2.70405 0.82048 -0.05 0.06 0.01
N 2.08469 2.07431 0.22204 0.11 -0.03 -0.02
C 2.07228 2.58869 -1.04040 -0.06 0.07 -0.26
N 3.00590 3.49119 -1.24659 -0.03 0.02 0.06
C 1.05366 2.10392 -1.99017 0.08 0.14 0.14
C 0.77246 2.95410 -3.01707 -0.01 -0.06 -0.02
N -0.16106 2.89695 -4.05039 0.08 0.00 0.08
C -0.72993 1.82044 -4.41115 -0.11 -0.06 -0.10
C -0.63373 0.45975 -2.30734 -0.03 -0.30 0.00
N 0.54561 0.89026 -1.59449 0.37 0.10 -0.22
H 4.41016 4.16085 0.08962 -0.03 0.01 0.00
H 3.38922 2.58894 1.84184 0.03 -0.03 0.05
H 1.32448 3.88414 -3.00728 0.02 -0.01 0.03
H -1.48196 1.90283 -5.19533 -0.03 0.01 -0.02
H -0.81673 -0.59082 -2.05224 0.04 0.09 0.00
Se -3.18777 -6.27234 -1.17208 0.13 0.20 0.04
N -3.56381 -4.74162 -0.32890 0.02 0.09 0.02
C -2.50918 -3.97789 -0.41681 -0.06 -0.09 -0.02
C -2.43315 -2.63025 0.14228 -0.07 -0.02 -0.02
C -3.53265 -1.98203 0.70226 0.10 0.15 0.05
C -3.36352 -0.69847 1.17018 0.08 -0.02 -0.03
C -2.10960 -0.09469 1.08718 -0.07 -0.08 0.00
N -1.05407 -0.69758 0.54421 -0.65 -0.47 0.05
C -1.22591 -1.94362 0.06409 0.03 -0.11 -0.09
C -0.08642 -2.50723 -0.66415 -0.38 -0.04 0.07
N 0.96234 -1.69312 -0.77603 0.03 -0.41 -0.02
C 1.96549 -2.05437 -1.57157 -0.02 -0.08 0.05
C 1.97506 -3.27630 -2.23815 -0.05 0.03 0.04
C 0.91002 -4.14391 -2.08849 0.09 0.12 0.03
C -0.16050 -3.74965 -1.29334 0.04 -0.02 -0.03
C -1.37707 -4.53879 -1.12753 -0.05 -0.11 -0.02
N -1.53471 -5.74341 -1.60345 0.06 0.07 0.00
H -4.48502 -2.49105 0.74719 -0.03 -0.01 0.00
H -4.18154 -0.14089 1.60270 -0.02 -0.01 0.00
H -1.92642 0.90274 1.45491 -0.03 -0.03 0.02
H 2.76625 -1.33468 -1.68352 0.01 -0.02 -0.03
H 2.81392 -3.51898 -2.87409 0.01 -0.02 -0.01
H 0.87574 -5.10092 -2.59053 0.01 -0.01 -0.02
O 4.32699 0.10080 -0.80367 0.08 -0.08 -0.07
C 3.95567 -0.45568 0.22110 0.27 0.13 0.11
O 2.76115 -0.53469 0.66338 -0.48 -0.15 -0.31
H 4.69335 -0.95346 0.88973 -0.06 0.05 -0.16
```
Forces are in eV/Å.